57
Properties=species:S:1:pos:R:3:nbo_charge:R:1 method="wB97M-V/def2-TZVPD" homo_lumo_gap_ev="5.26 / 5.27" e_homo_ha="-0.152 / -0.152" max_force_ev_per_a=7.53 spin_multiplicity=2 e_tot_ev=-83506.204 charge=-1 relative_energy_kj_mol=449.1
Cu 0.90134 -0.79428 -1.16844 0.8759
C 4.13553 -3.78014 -2.68503 0.8808
O 5.08977 -3.18237 -3.08872 -0.5432
O 3.20970 -3.33139 -2.08370 -0.7934
O 4.16372 -4.84642 -3.32995 -0.5338
I -0.08668 0.60431 -5.09160 -0.9236
C -3.87859 -3.73491 0.16147 -0.6304
C -3.55971 -3.60536 -1.42420 -0.0514
C -4.54329 -2.58591 -2.04434 -0.0698
O -4.38752 -1.32202 -1.36703 -0.5525
C -5.34385 -0.33365 -1.84121 -0.2519
N -2.17581 -3.18739 -1.60812 -0.8022
H -4.79843 -4.31031 0.26599 0.1951
H -3.94345 -2.77625 0.67614 0.2165
H -3.24165 -4.36023 0.78707 0.2042
H -3.88874 -4.56217 -1.82961 0.1628
H -5.54835 -2.95596 -1.84180 0.1601
H -4.41840 -2.48487 -3.12244 0.1795
H -5.09474 -0.10873 -2.87825 0.1802
H -5.31233 0.57622 -1.24184 0.1939
H -6.29499 -0.85284 -1.95901 0.1612
H -2.18007 -3.31153 -2.61046 0.3588
H -1.61192 -3.95526 -1.27273 0.3538
C 4.18004 2.29930 1.67943 -0.6151
C 3.58095 3.04341 0.50619 -0.0851
C 4.46744 4.17850 0.03990 -0.0829
O 4.02570 4.47423 -1.30692 -0.5632
C 4.24785 5.78841 -1.68010 -0.2479
N 3.52606 2.03777 -0.52984 -0.8038
H 5.17616 1.96416 1.39043 0.1986
H 3.63657 1.36582 1.82554 0.2273
H 4.25923 2.88440 2.59567 0.1991
H 2.57917 3.44923 0.64711 0.1859
H 5.51872 3.89634 -0.01760 0.1650
H 4.47164 4.99597 0.76088 0.1724
H 4.72042 6.45266 -0.95652 0.1691
H 3.22748 6.11431 -1.88190 0.1871
H 4.83633 5.68654 -2.59191 0.1876
H 3.59822 2.73313 -1.25879 0.3800
H 4.46708 1.67117 -0.51610 0.3344
C -2.65715 1.19448 2.87178 -0.6295
C -1.26886 0.79003 2.28336 -0.0672
C -0.63853 -0.46783 2.94176 -0.0707
O 0.31376 -1.11148 2.02563 -0.5333
C 0.66404 -2.35373 2.64955 -0.2662
N -1.42006 0.57781 0.86354 -0.8254
H -3.33470 0.36076 2.68756 0.1950
H -3.21497 2.02779 2.44456 0.2197
H -2.61857 1.32893 3.95277 0.2030
H -0.63019 1.64828 2.49215 0.1845
H -1.43788 -1.11902 3.29546 0.1679
H -0.09275 -0.13410 3.82428 0.1727
H 1.51037 -2.73771 2.08000 0.2044
H -0.09551 -3.13419 2.69507 0.1769
H 1.12784 -2.14712 3.61407 0.1651
H -1.65548 1.42089 0.35967 0.3682
H -2.26194 0.02232 0.81089 0.3560